No. 1
2 unconnected molecules or ions with the total composition C17H31NP in a non-equilibrium geometry, computed with ωB97M-V/def2-TZVPD.

Properties
spin multiplicity	1
gap between HOMO and LUMO	7.45	eV
M	280.42	g mol⁻¹
electronic energy	-1062.191604	hartree
charge	+1

Atoms and positions in Å:
C1 -0.960720 1.955010 0.681613
C2 -1.316364 0.555158 1.201302
C3 -1.423568 0.521402 2.731153
P1 -0.263922 -0.867500 0.568362
C4 -0.621157 -0.592974 -1.255770
C5 -2.114373 -0.537951 -1.609024
C6 0.062543 -1.634733 -2.143879
C7 1.409946 -0.006310 0.590776
C8 2.542035 -0.909918 0.092811
C9 1.821064 0.587212 1.941380
H1 -1.682073 2.673118 1.093354
H2 0.036958 2.287070 0.989039
H3 -1.012910 2.036041 -0.410889
H4 -2.312391 0.309221 0.807259
H5 -2.115053 1.308517 3.058609
H6 -1.822313 -0.442037 3.066785
H7 -0.460050 0.686337 3.224479
H8 -0.182824 0.392629 -1.476805
H9 -2.204872 -0.526491 -2.704381
H10 -2.655952 -1.420131 -1.242080
H11 -2.617990 0.361897 -1.234833
H12 -0.337420 -1.530567 -3.160724
H13 1.144955 -1.499344 -2.211456
H14 -0.142039 -2.657168 -1.804475
H15 1.286882 0.819918 -0.125314
H16 3.493240 -0.399465 0.290192
H17 2.562926 -1.869019 0.622293
H18 2.502039 -1.104816 -0.981104
H19 2.872709 0.896692 1.865667
H20 1.255645 1.478245 2.235805
H21 1.755656 -0.148130 2.753164
C10 -2.125986 -5.784803 0.971685
N1 -1.949919 -4.530168 1.719157
C11 -3.034048 -4.065583 2.558409
C12 -3.977343 -3.178808 2.030625
C13 -5.039972 -2.727016 2.821656
C14 -5.173250 -3.173126 4.145669
C15 -4.251358 -4.092340 4.656026
C16 -3.192194 -4.552538 3.865188
C17 -0.845202 -3.845225 1.520038
H22 -3.135485 -6.130165 1.146770
H23 -1.956909 -5.620045 -0.093966
H24 -1.400042 -6.527186 1.308176
H25 -3.867930 -2.854820 0.986190
H26 -5.761942 -2.032149 2.397956
H27 -5.990491 -2.804761 4.767044
H28 -4.356448 -4.460625 5.679285
H29 -2.474145 -5.286851 4.249832
H30 -0.656173 -2.923790 2.084468
H31 -0.113492 -4.276434 0.839205

Atomic forces in eV per Å
C -0.048 0.112 -0.013
C -0.152 -0.290 0.146
C -0.098 0.126 -0.034
P 0.102 1.703 -0.755
C 0.043 -0.033 -0.064
C -0.005 0.074 -0.059
C 0.013 0.060 -0.299
C 0.064 -0.087 -0.087
C 0.223 0.065 -0.061
C 0.179 0.055 0.196
H 0.130 -0.109 -0.092
H -0.315 -0.064 -0.069
H -0.025 -0.072 0.225
H 0.116 0.040 0.175
H 0.143 -0.172 0.058
H 0.032 0.089 0.044
H -0.252 -0.027 -0.073
H -0.153 -0.293 -0.070
H -0.083 -0.012 0.280
H 0.052 0.098 -0.043
H 0.138 -0.259 -0.041
H 0.163 -0.158 0.140
H -0.283 -0.111 0.049
H 0.012 0.074 -0.058
H 0.142 -0.160 0.201
H -0.103 -0.217 -0.096
H 0.021 0.091 -0.038
H -0.005 -0.017 0.271
H -0.229 -0.059 0.104
H 0.088 -0.362 -0.063
H 0.030 0.098 -0.102
C -0.038 -0.356 -0.225
N 2.028 1.206 -0.836
C -0.976 0.329 0.953
C 0.240 0.059 -0.313
C 0.268 -0.309 0.230
C 0.334 -0.020 -0.462
C 0.061 -0.017 -0.164
C 0.361 -0.033 -0.275
C -1.714 -0.839 1.398
H -0.070 -0.168 -0.076
H -0.158 0.107 0.108
H -0.163 0.067 0.152
H -0.111 -0.028 0.513
H 0.172 -0.148 0.101
H 0.248 -0.157 -0.194
H 0.069 0.117 -0.379
H -0.325 0.349 -0.044
H -0.108 -0.631 -0.343
H -0.058 0.288 0.085

No. 2
A single C23H25N5O5 molecule, computed with ωB97M-V/def2-TZVPD.

Properties
spin multiplicity	1
gap between HOMO and LUMO	7.98	eV
M	451.48	g mol⁻¹
electronic energy	-1541.451947	hartree
structure (SMILES)	COc1cc2nc(N3CCN(C(=O)[C@H]4COc5ccccc5O4)CC3)nc(N)c2cc1OC
charge	0

Atoms and positions in Å:
C1 2.375074 -1.360961 8.001129
O1 2.490928 -1.120283 6.617249
C2 1.429296 -1.185588 5.772554
C3 1.742603 -0.930522 4.455429
C4 0.777358 -0.949429 3.438828
N1 1.146234 -0.705242 2.166631
C5 0.199331 -0.736909 1.251508
N2 0.564540 -0.575038 -0.047260
C6 -0.413674 -0.309828 -1.070117
C7 -0.432290 1.192887 -1.392320
N3 0.898211 1.612433 -1.769670
C8 1.328247 1.950809 -2.997617
O2 2.492623 2.211162 -3.240319
C9 0.264794 2.050893 -4.101572
C10 0.917636 2.447561 -5.426940
O3 -0.058631 2.597790 -6.431385
C11 -0.964235 1.571508 -6.465211
C12 -1.769223 1.429311 -7.589059
C13 -2.676645 0.391117 -7.670123
C14 -2.783189 -0.522593 -6.633606
C15 -2.003118 -0.379333 -5.502402
C16 -1.099777 0.670839 -5.406192
O4 -0.374815 0.794527 -4.243603
C17 1.873710 1.369763 -0.721199
C18 1.894201 -0.125473 -0.380271
N4 -1.116090 -0.951661 1.477018
C19 -1.496980 -1.198701 2.711384
N5 -2.819269 -1.464853 2.890440
C20 -0.565619 -1.227812 3.792934
C21 -0.879762 -1.495965 5.134212
C22 0.078570 -1.484270 6.119137
O5 -0.199604 -1.749030 7.441547
C23 -1.515957 -2.073657 7.803033
H1 1.705598 -0.646025 8.483869
H2 2.030885 -2.375894 8.210086
H3 3.384556 -1.233113 8.392508
H4 2.766442 -0.714360 4.199791
H5 -1.386733 -0.638381 -0.707685
H6 -0.143656 -0.861158 -1.976542
H7 -1.149594 1.393401 -2.182938
H8 -0.721447 1.747662 -0.492022
H9 -0.480499 2.820616 -3.835631
H10 1.433636 3.402940 -5.333878
H11 1.642973 1.672656 -5.705531
H12 -1.657474 2.144814 -8.387884
H13 -3.294839 0.289748 -8.548619
H14 -3.480996 -1.342768 -6.700777
H15 -2.077601 -1.067568 -4.675131
H16 2.847528 1.701346 -1.081939
H17 1.591034 1.944972 0.165531
H18 2.538922 -0.314822 0.476998
H19 2.246907 -0.689829 -1.249658
H20 -3.223630 -1.368830 3.803912
H21 -3.413773 -1.287126 2.098744
H22 -1.900994 -1.729655 5.390837
H23 -1.865910 -2.977508 7.292807
H24 -2.207740 -1.248296 7.601351
H25 -1.484417 -2.257944 8.876139

Atomic forces in eV per Å
C 0.092 -0.071 0.575
O -0.246 0.014 -0.413
C 0.256 0.100 -0.329
C -0.138 -0.093 0.363
C -0.723 -0.124 0.222
N 0.247 0.146 -0.354
C 0.167 -0.193 0.639
N 0.002 -0.067 -0.235
C -0.399 0.235 -0.155
C -0.376 -0.360 -0.048
N 0.054 0.046 0.326
C -0.364 0.089 -0.262
O 0.247 0.068 -0.277
C 0.285 0.496 -0.274
C 0.371 -0.106 0.538
O -0.463 -0.071 -0.173
C 0.047 -0.065 0.032
C 0.122 0.032 0.171
C 0.002 0.032 -0.072
C -0.042 -0.070 0.057
C 0.148 0.152 0.005
C -0.104 0.093 -0.061
O -0.008 -0.247 -0.129
C 0.413 -0.231 0.051
C 0.323 0.264 0.075
N -0.362 -0.059 0.174
C 0.227 0.018 -0.260
N -0.064 -0.024 0.198
C 0.530 0.141 -0.154
C 0.027 -0.028 0.200
C -0.411 -0.094 0.235
O 0.391 0.125 -0.351
C -0.189 -0.045 0.060
H 0.079 -0.073 -0.036
H 0.045 0.101 -0.008
H -0.081 -0.013 -0.014
H 0.137 0.029 -0.023
H 0.101 0.034 -0.186
H -0.049 0.030 0.019
H 0.022 0.056 0.055
H -0.034 -0.023 -0.064
H 0.074 -0.152 -0.019
H -0.033 -0.149 0.016
H -0.070 0.120 0.018
H 0.028 0.091 -0.105
H -0.051 -0.007 -0.084
H -0.065 -0.073 -0.002
H -0.010 -0.083 0.113
H -0.115 -0.011 0.116
H 0.022 -0.006 -0.010
H 0.017 0.012 -0.210
H 0.031 0.032 0.031
H -0.029 0.001 -0.051
H 0.009 0.022 0.028
H -0.049 -0.046 0.139
H 0.007 0.043 -0.003
H 0.023 -0.036 -0.019
H -0.072 0.000 -0.074